# 1
An isolated molecule of C4H7NO. Source: the Open Molecules 2025 dataset; level of theory: ωB97M-V with the def2-TZVPD basis set.

Results
SMILES: O[C@H]1CN2C[C@@H]12
Net charge: 0
Gap between HOMO and LUMO: 10.441 eV
Calculated total energy: -286.52272 Ha
Max |F|: 0.008 Eh/bohr
LUMO: 0.87 eV
ΔE to the lowest compared entry with this formula, charge and spin: 285.98 kJ/mol
Highest occupied orbital energy: -9.5688 eV

Structure (XYZ):
```
13
Properties=species:S:1:pos:R:3:forces:R:3:nbo_charge:R:1
O -1.84295 -0.81298 0.78158 0.2 -0.1 0.3 -0.700
C -1.05531 -0.08238 -0.11406 0.1 0.2 -0.3 0.078
C -0.24761 1.17988 0.25534 -0.1 0.2 0.2 -0.265
N 0.83031 0.76326 -0.70347 0.1 0.2 0.0 -0.359
C 1.48863 -0.34462 -0.03467 0.2 -0.1 0.2 -0.276
C 0.21450 -0.62503 -0.73163 -0.1 -0.3 -0.2 -0.133
H -1.26664 -1.35565 1.33101 0.0 0.1 0.0 0.468
H -1.72053 0.19050 -0.93813 0.0 -0.1 0.1 0.181
H 0.10440 1.21662 1.29398 -0.1 0.0 -0.2 0.183
H -0.70088 2.13783 -0.00573 0.0 -0.2 0.0 0.208
H 1.60503 -0.31462 1.04755 -0.1 0.0 -0.1 0.192
H 2.37033 -0.68302 -0.57477 -0.1 0.0 0.2 0.217
H 0.22073 -1.26980 -1.60700 0.0 0.3 0.0 0.205
```
Forces are in eV/Å.

=====

# 2
An isolated molecule of C4H7NO. Source: the Open Molecules 2025 dataset; level of theory: ωB97M-V with the def2-TZVPD basis set.

Results
Net charge: 0
Gap between HOMO and LUMO (alpha / beta): 7.255 / 7.713 eV
Calculated total energy: -286.51516 Ha
Max |F|: 0.009 Eh/bohr
LUMO (alpha / beta): 0.76 / 0.95 eV
ΔE to the lowest compared entry with this formula, charge and spin: 305.84 kJ/mol
Highest occupied orbital energy (alpha / beta): -6.4996 / -6.7612 eV

Structure (XYZ):
```
13
Properties=species:S:1:pos:R:3:forces:R:3:nbo_charge:R:1
O -1.68410 -1.58713 0.42863 0.1 0.0 0.0 -0.714
C -0.91534 -0.65834 -0.25943 0.2 0.2 0.0 0.243
C -0.76088 0.73831 0.30937 0.0 0.1 0.1 -0.461
C 0.67715 1.15268 -0.11642 0.0 0.1 -0.1 -0.451
C 1.32589 -0.16527 -0.43737 0.2 0.2 0.1 -0.082
N 0.35779 -1.06457 -0.53371 -0.1 -0.4 -0.1 -0.440
H -1.50793 1.45816 -0.03861 0.1 -0.2 0.1 0.226
H -0.86890 0.67047 1.40742 0.1 0.0 -0.1 0.185
H 0.62074 1.76158 -1.03200 -0.1 -0.1 0.1 0.209
H 1.22307 1.74562 0.62678 -0.1 -0.1 -0.2 0.220
H 2.30635 -0.33573 -0.86337 -0.2 0.0 0.0 0.200
H -1.29613 -1.69019 1.32001 -0.2 0.0 -0.2 0.445
H 0.52230 -2.02560 -0.81130 0.0 0.1 0.1 0.420
```
Forces are in eV/Å.

=====

# 3
An isolated molecule of C4H7NO. Source: the Open Molecules 2025 dataset; level of theory: ωB97M-V with the def2-TZVPD basis set.

Results
Net charge: 0
Gap between HOMO and LUMO: 9.514 eV
Calculated total energy: -286.45452 Ha
Max |F|: 0.007 Eh/bohr
LUMO: 0.71 eV
ΔE to the lowest compared entry with this formula, charge and spin: 465.05 kJ/mol
Highest occupied orbital energy: -8.8033 eV

Structure (XYZ):
```
13
Properties=species:S:1:pos:R:3:forces:R:3:nbo_charge:R:1
O -1.49882 -1.67527 0.60809 0.0 0.1 -0.2 -0.625
C -1.44445 -0.89744 -0.43825 0.2 -0.2 0.2 0.300
C -0.20383 1.60964 0.15734 -0.1 0.1 0.1 -0.427
N 0.57476 0.67309 -0.65256 0.0 0.1 0.0 -0.373
C 1.13820 -0.45506 0.07279 0.1 -0.1 0.2 -0.299
C -0.01802 -0.63798 -0.85884 -0.2 -0.1 -0.2 -0.256
H -0.60703 -1.92742 0.94064 -0.1 0.0 0.0 0.460
H -1.07684 1.15058 0.64497 0.1 0.1 0.0 0.181
H 0.44019 2.03861 0.93114 0.0 0.0 -0.2 0.198
H -0.56471 2.41890 -0.48232 0.0 -0.1 0.1 0.214
H 0.96824 -0.48996 1.15325 -0.1 0.0 -0.2 0.183
H 2.14507 -0.74509 -0.22319 -0.2 0.0 0.0 0.214
H 0.14724 -1.06261 -1.85305 0.1 0.1 0.1 0.231
```
Forces are in eV/Å.

=====

What did the second record say?
An isolated molecule of C4H7NO. Source: the Open Molecules 2025 dataset; level of theory: ωB97M-V with the def2-TZVPD basis set.

Results
Net charge: 0
Gap between HOMO and LUMO (alpha / beta): 7.255 / 7.713 eV
Calculated total energy: -286.51516 Ha
Max |F|: 0.009 Eh/bohr
LUMO (alpha / beta): 0.76 / 0.95 eV
ΔE to the lowest compared entry with this formula, charge and spin: 305.84 kJ/mol
Highest occupied orbital energy (alpha / beta): -6.4996 / -6.7612 eV

Structure (XYZ):
```
13
Properties=species:S:1:pos:R:3:forces:R:3:nbo_charge:R:1
O -1.68410 -1.58713 0.42863 0.1 0.0 0.0 -0.714
C -0.91534 -0.65834 -0.25943 0.2 0.2 0.0 0.243
C -0.76088 0.73831 0.30937 0.0 0.1 0.1 -0.461
C 0.67715 1.15268 -0.11642 0.0 0.1 -0.1 -0.451
C 1.32589 -0.16527 -0.43737 0.2 0.2 0.1 -0.082
N 0.35779 -1.06457 -0.53371 -0.1 -0.4 -0.1 -0.440
H -1.50793 1.45816 -0.03861 0.1 -0.2 0.1 0.226
H -0.86890 0.67047 1.40742 0.1 0.0 -0.1 0.185
H 0.62074 1.76158 -1.03200 -0.1 -0.1 0.1 0.209
H 1.22307 1.74562 0.62678 -0.1 -0.1 -0.2 0.220
H 2.30635 -0.33573 -0.86337 -0.2 0.0 0.0 0.200
H -1.29613 -1.69019 1.32001 -0.2 0.0 -0.2 0.445
H 0.52230 -2.02560 -0.81130 0.0 0.1 0.1 0.420
```
Forces are in eV/Å.